No. 1
C14H14N2O4Yb as an isolated structure in a non-equilibrium geometry. Source: the OMol25 dataset; level of theory: ωB97M-V/def2-TZVPD.

**Lowest unoccupied orbital energy (alpha / beta)**: 1.0 / 1.0 eV
**2S+1**: 2
**⟨S²⟩**: 0.7514
**HOMO-LUMO gap (alpha / beta)**: 0.1796 / 0.1794 Ha
**Charge**: -1
**E_HOMO (alpha / beta)**: -0.14201 / -0.14183 Eh

Atoms and positions in Å:
C (-0.349, 1.126, -4.317)
C (1.054, 1.267, -4.082)
C (1.231, 2.097, -2.927)
C (-0.071, 2.464, -2.445)
C (-1.046, 1.858, -3.306)
Yb (0.123, 0.144, -2.196)
N (-1.294, -1.298, -2.207)
C (-0.269, -2.274, -2.722)
C (1.128, -1.661, -2.931)
H (2.175, 2.363, -2.471)
H (1.851, 0.815, -4.664)
H (-0.280, 3.052, -1.562)
H (-2.123, 1.923, -3.188)
H (-0.808, 0.530, -5.100)
H (1.473, -1.695, -3.949)
H (-0.227, -3.117, -2.001)
H (-2.205, -1.539, -2.203)
H (1.865, -1.983, -2.204)
H (-0.652, -2.667, -3.688)
O (-1.029, 1.510, 0.438)
C (-0.421, 0.486, 0.793)
O (0.111, -0.353, -0.034)
C (-0.259, 0.175, 2.270)
C (0.499, -0.923, 2.711)
C (0.658, -1.190, 4.063)
C (0.054, -0.360, 5.026)
C (-0.708, 0.742, 4.594)
C (-0.857, 1.004, 3.239)
N (0.208, -0.626, 6.389)
O (0.901, -1.624, 6.797)
O (-0.337, 0.117, 7.278)
H (0.982, -1.580, 1.985)
H (1.254, -2.044, 4.367)
H (-1.184, 1.398, 5.315)
H (-1.450, 1.866, 2.930)

In elementary charge units, the natural (NBO) charges are: atom 1 (C): -0.354, atom 2 (C): -0.346, atom 3 (C): -0.402, atom 4 (C): -0.379, atom 5 (C): -0.366, atom 6 (Yb): 1.720, atom 7 (N): -1.071, atom 8 (C): -0.246, atom 9 (C): -1.003, atom 10 (H): 0.230, atom 11 (H): 0.235, atom 12 (H): 0.255, atom 13 (H): 0.239, atom 14 (H): 0.235, atom 15 (H): 0.205, atom 16 (H): 0.150, atom 17 (H): 0.349, atom 18 (H): 0.207, atom 19 (H): 0.155, atom 20 (O): -0.680, atom 21 (C): 0.732, atom 22 (O): -0.759, atom 23 (C): 0.018, atom 24 (C): -0.222, atom 25 (C): -0.157, atom 26 (C): -0.009, atom 27 (C): -0.174, atom 28 (C): -0.207, atom 29 (N): 0.484, atom 30 (O): -0.402, atom 31 (O): -0.403, atom 32 (H): 0.250, atom 33 (H): 0.239, atom 34 (H): 0.238, atom 35 (H): 0.243

No. 2
A 2-piece molecular cluster, C14H14N2O5 overall in a non-equilibrium geometry. Source: the OMol25 dataset; level of theory: ωB97M-V/def2-TZVPD.

**Lowest unoccupied orbital energy**: -2.1 eV
**2S+1**: 1
**ΔE to the lowest compared entry with this formula, charge and spin**: 14.239 eV
**HOMO-LUMO gap**: 0.2612 Ha
**Charge**: 0
**E_HOMO**: -0.33851 Eh

Atoms and positions in Å:
C (3.955, -0.226, 0.867)
C (4.875, 0.950, 0.168)
O (6.138, 0.601, -0.163)
O (4.372, 2.327, -0.156)
C (3.168, 2.174, -1.040)
C (1.869, 2.292, -0.052)
C (1.963, 3.441, 1.158)
C (0.768, 3.659, 2.265)
C (-0.556, 2.664, 2.113)
C (-0.665, 1.542, 0.888)
C (0.554, 1.335, -0.239)
C (0.329, 0.212, -1.406)
O (1.218, -0.225, -2.298)
C (-1.174, -0.515, -1.479)
C (-2.239, -0.354, -0.453)
C (-2.035, 0.630, 0.874)
O (-2.916, 0.661, 1.909)
H (4.518, -1.247, 1.010)
H (2.997, -0.484, 0.204)
H (3.508, 0.088, 1.924)
H (3.309, 1.144, -1.574)
H (3.169, 3.107, -1.745)
H (2.926, 4.119, 1.269)
H (0.873, 4.460, 3.126)
H (-1.425, 2.800, 2.910)
H (-1.406, -1.218, -2.411)
H (-3.255, -0.945, -0.601)
N (-5.209, -4.644, -1.454)
C (-4.162, -3.822, -1.257)
N (-3.658, -3.849, -0.010)
O (-3.707, -3.110, -2.138)
H (-5.598, -5.238, -0.741)
H (-5.618, -4.655, -2.379)
H (-2.869, -3.245, 0.181)
H (-4.019, -4.428, 0.729)

In elementary charge units, the natural (NBO) charges are: atom 1 (C): -0.752, atom 2 (C): 0.779, atom 3 (O): -0.547, atom 4 (O): -0.550, atom 5 (C): -0.137, atom 6 (C): 0.018, atom 7 (C): -0.205, atom 8 (C): -0.208, atom 9 (C): -0.169, atom 10 (C): -0.099, atom 11 (C): -0.136, atom 12 (C): 0.506, atom 13 (O): -0.535, atom 14 (C): -0.238, atom 15 (C): -0.277, atom 16 (C): 0.499, atom 17 (O): -0.540, atom 18 (H): 0.265, atom 19 (H): 0.249, atom 20 (H): 0.252, atom 21 (H): 0.248, atom 22 (H): 0.236, atom 23 (H): 0.258, atom 24 (H): 0.254, atom 25 (H): 0.266, atom 26 (H): 0.282, atom 27 (H): 0.275, atom 28 (N): -0.840, atom 29 (C): 0.767, atom 30 (N): -0.842, atom 31 (O): -0.681, atom 32 (H): 0.389, atom 33 (H): 0.411, atom 34 (H): 0.411, atom 35 (H): 0.391

No. 3
C14H14N3O6RuS as an isolated structure. Source: the OMol25 dataset; level of theory: ωB97M-V/def2-TZVPD.

**Lowest unoccupied orbital energy (alpha / beta)**: -0.3 / -1.0 eV
**2S+1**: 2
**ΔE to the lowest compared entry with this formula, charge and spin**: 0.003 eV
**⟨S²⟩**: 0.7553
**HOMO-LUMO gap (alpha / beta)**: 0.3112 / 0.2879 Ha
**Charge**: 0
**E_HOMO (alpha / beta)**: -0.32098 / -0.32329 Eh

Atoms and positions in Å:
Ru (-0.041, -1.552, -0.315)
N (-0.202, -1.960, 1.710)
N (-0.125, -3.362, 1.875)
C (-0.244, -4.162, 0.724)
O (-0.440, -5.345, 0.831)
O (-0.070, -3.507, -0.407)
H (0.574, -1.516, 2.198)
H (-1.058, -1.533, 2.063)
H (-0.539, -3.738, 2.713)
O (0.176, -1.467, -2.454)
H (1.058, -1.141, -2.683)
H (-0.476, -0.891, -2.896)
O (-1.523, 0.441, 1.968)
C (-1.492, 0.920, 0.848)
N (-0.842, 0.366, -0.231)
S (-1.053, 1.260, -1.602)
O (-1.771, 0.479, -2.586)
O (0.189, 1.838, -2.037)
C (-2.091, 2.468, -0.869)
C (-2.684, 3.570, -1.452)
C (-3.440, 4.385, -0.619)
C (-3.581, 4.096, 0.737)
C (-2.972, 2.983, 1.300)
C (-2.220, 2.170, 0.471)
H (-2.566, 3.788, -2.504)
H (-3.927, 5.260, -1.029)
H (-4.176, 4.752, 1.358)
H (-3.072, 2.743, 2.349)
C (4.661, -0.868, 0.152)
C (4.070, -2.015, 0.663)
C (2.700, -2.211, 0.549)
C (1.905, -1.259, -0.094)
C (2.502, -0.109, -0.611)
C (3.874, 0.082, -0.480)
H (5.728, -0.717, 0.246)
H (4.676, -2.767, 1.152)
H (2.261, -3.118, 0.943)
H (1.909, 0.653, -1.100)
H (4.323, 0.983, -0.879)

In elementary charge units, the natural (NBO) charges are: atom 1 (Ru): 0.963, atom 2 (N): -0.564, atom 3 (N): -0.526, atom 4 (C): 0.863, atom 5 (O): -0.618, atom 6 (O): -0.681, atom 7 (H): 0.399, atom 8 (H): 0.419, atom 9 (H): 0.395, atom 10 (O): -0.882, atom 11 (H): 0.510, atom 12 (H): 0.525, atom 13 (O): -0.630, atom 14 (C): 0.669, atom 15 (N): -0.915, atom 16 (S): 2.299, atom 17 (O): -0.961, atom 18 (O): -0.932, atom 19 (C): -0.243, atom 20 (C): -0.201, atom 21 (C): -0.183, atom 22 (C): -0.191, atom 23 (C): -0.154, atom 24 (C): -0.152, atom 25 (H): 0.239, atom 26 (H): 0.225, atom 27 (H): 0.224, atom 28 (H): 0.240, atom 29 (C): -0.226, atom 30 (C): -0.199, atom 31 (C): -0.299, atom 32 (C): -0.012, atom 33 (C): -0.325, atom 34 (C): -0.189, atom 35 (H): 0.215, atom 36 (H): 0.216, atom 37 (H): 0.226, atom 38 (H): 0.240, atom 39 (H): 0.214

No. 4
An isolated molecule of C14H14N6OS in a non-equilibrium geometry. Source: the OMol25 dataset; level of theory: ωB97M-V/def2-TZVPD.

**Lowest unoccupied orbital energy**: 0.3 eV
**2S+1**: 1
**ΔE to the lowest compared entry with this formula, charge and spin**: 0.000 eV
**HOMO-LUMO gap**: 0.3054 Ha
**Charge**: 0
**E_HOMO**: -0.29479 Eh

Atoms and positions in Å:
O (2.211, -2.397, 0.407)
C (1.621, -1.368, 0.136)
N (0.484, -1.552, -0.599)
C (-0.560, -0.653, -0.712)
N (-0.542, 0.643, -0.568)
C (-1.786, 1.169, -0.770)
C (-2.775, 0.270, -1.156)
C (-4.232, 0.546, -1.416)
C (-5.203, -0.321, -0.670)
C (-5.717, -0.913, -1.994)
C (-4.764, -0.002, -2.768)
S (-2.101, -1.355, -1.186)
N (1.961, -0.095, 0.562)
C (3.103, 0.405, 1.146)
C (3.202, 1.782, 1.266)
C (4.266, 2.419, 1.888)
C (5.384, 1.628, 2.396)
C (5.304, 0.246, 2.223)
N (6.167, -0.735, 2.595)
N (5.740, -1.901, 2.286)
N (4.547, -1.661, 1.644)
C (4.216, -0.323, 1.609)
H (0.264, -2.531, -0.687)
H (-2.018, 2.239, -0.573)
H (-4.469, 1.601, -1.195)
H (-4.728, -1.074, -0.016)
H (-5.980, 0.223, -0.096)
H (-5.562, -2.009, -2.081)
H (-6.790, -0.717, -2.199)
H (-5.361, 0.729, -3.378)
H (-4.033, -0.537, -3.348)
H (1.277, 0.621, 0.251)
H (2.399, 2.410, 0.938)
H (4.231, 3.500, 2.064)
H (6.296, 2.059, 2.789)
H (3.950, -2.345, 1.211)

In elementary charge units, the natural (NBO) charges are: atom 1 (O): -0.665, atom 2 (C): 0.804, atom 3 (N): -0.620, atom 4 (C): 0.256, atom 5 (N): -0.519, atom 6 (C): -0.041, atom 7 (C): -0.190, atom 8 (C): -0.265, atom 9 (C): -0.397, atom 10 (C): -0.405, atom 11 (C): -0.397, atom 12 (S): 0.347, atom 13 (N): -0.619, atom 14 (C): 0.118, atom 15 (C): -0.234, atom 16 (C): -0.218, atom 17 (C): -0.185, atom 18 (C): 0.020, atom 19 (N): -0.236, atom 20 (N): 0.017, atom 21 (N): -0.388, atom 22 (C): 0.119, atom 23 (H): 0.430, atom 24 (H): 0.223, atom 25 (H): 0.230, atom 26 (H): 0.208, atom 27 (H): 0.215, atom 28 (H): 0.206, atom 29 (H): 0.207, atom 30 (H): 0.217, atom 31 (H): 0.212, atom 32 (H): 0.445, atom 33 (H): 0.212, atom 34 (H): 0.222, atom 35 (H): 0.228, atom 36 (H): 0.444

No. 5
C14H15BBrF2NOPt as an isolated structure. Source: the OMol25 dataset; level of theory: ωB97M-V/def2-TZVPD.

**Lowest unoccupied orbital energy (alpha / beta)**: -7.4 / -10.4 eV
**2S+1**: 5
**ΔE to the lowest compared entry with this formula, charge and spin**: 0.099 eV
**⟨S²⟩**: 6.0340
**HOMO-LUMO gap (alpha / beta)**: 0.2797 / 0.2288 Ha
**Charge**: +2
**E_HOMO (alpha / beta)**: -0.55030 / -0.61266 Eh

Atoms and positions in Å:
Pt (-0.153, 1.477, -0.216)
Br (-0.478, 1.675, 2.381)
C (-1.828, 0.355, 2.417)
C (-2.436, 0.102, 3.647)
C (-3.431, -0.850, 3.721)
C (-3.817, -1.554, 2.572)
C (-3.204, -1.306, 1.336)
C (-3.596, -2.012, 0.186)
C (-2.996, -1.751, -1.048)
C (-2.005, -0.791, -1.145)
C (-1.580, -0.066, -0.024)
C (-2.176, -0.320, 1.232)
H (-2.132, 0.650, 4.529)
H (-3.916, -1.052, 4.666)
H (-4.602, -2.296, 2.637)
H (-4.375, -2.760, 0.262)
H (-3.314, -2.297, -1.926)
H (-1.563, -0.588, -2.113)
C (4.143, -0.357, -2.345)
N (3.036, -0.303, -1.377)
C (2.285, -1.544, -1.180)
C (2.752, 0.780, -0.699)
C (3.576, 2.021, -0.823)
O (1.774, 0.770, 0.149)
H (3.864, -1.050, -3.135)
H (5.047, -0.718, -1.856)
H (4.312, 0.619, -2.784)
H (2.971, -2.377, -1.311)
H (1.492, -1.626, -1.925)
H (1.871, -1.567, -0.178)
H (4.640, 1.807, -0.881)
H (3.377, 2.648, 0.041)
H (3.291, 2.568, -1.726)
F (-1.275, 4.233, -0.523)
B (-0.254, 3.511, -0.893)
F (0.698, 3.966, -1.668)

In elementary charge units, the Mulliken charges are: atom 1 (Pt): 1.023, atom 2 (Br): -0.093, atom 3 (C): 0.909, atom 4 (C): -0.658, atom 5 (C): -0.635, atom 6 (C): -0.688, atom 7 (C): 0.743, atom 8 (C): -0.655, atom 9 (C): -0.829, atom 10 (C): -0.462, atom 11 (C): -0.482, atom 12 (C): 0.901, atom 13 (H): 0.421, atom 14 (H): 0.438, atom 15 (H): 0.458, atom 16 (H): 0.462, atom 17 (H): 0.430, atom 18 (H): 0.500, atom 19 (C): -1.138, atom 20 (N): 0.230, atom 21 (C): -1.006, atom 22 (C): 0.853, atom 23 (C): -1.476, atom 24 (O): -0.771, atom 25 (H): 0.412, atom 26 (H): 0.345, atom 27 (H): 0.441, atom 28 (H): 0.425, atom 29 (H): 0.317, atom 30 (H): 0.364, atom 31 (H): 0.479, atom 32 (H): 0.321, atom 33 (H): 0.402, atom 34 (F): -0.148, atom 35 (B): 0.306, atom 36 (F): -0.141

No. 6
C14H15BaClN2O7S2Sb as an isolated structure in a non-equilibrium geometry. Source: the OMol25 dataset; level of theory: ωB97M-V/def2-TZVPD.

**Lowest unoccupied orbital energy**: 2.1 eV
**2S+1**: 1
**ΔE to the lowest compared entry with this formula, charge and spin**: 1.125 eV
**HOMO-LUMO gap**: 0.2739 Ha
**Charge**: -1
**E_HOMO**: -0.19509 Eh

Atoms and positions in Å:
Ba (-3.351, -1.532, 1.259)
O (2.056, -1.315, 4.480)
C (2.954, -1.067, 3.539)
O (4.101, -0.833, 3.824)
C (2.504, -1.113, 2.096)
C (3.375, -1.004, 1.042)
Cl (5.061, -0.714, 1.054)
N (2.662, -1.066, -0.115)
N (1.341, -1.184, 0.133)
C (1.229, -1.219, 1.441)
C (-0.192, -1.326, 1.964)
O (-0.387, -1.461, 3.187)
O (-1.133, -1.267, 1.106)
C (3.058, -1.001, -1.516)
C (4.277, -1.494, -1.956)
C (4.598, -1.416, -3.308)
C (3.711, -0.860, -4.215)
C (2.483, -0.390, -3.762)
C (2.149, -0.459, -2.418)
H (1.151, -1.451, 4.086)
H (4.968, -1.960, -1.272)
H (5.553, -1.805, -3.645)
H (3.967, -0.801, -5.265)
H (1.774, 0.041, -4.459)
H (1.192, -0.100, -2.062)
O (-7.141, -1.820, -0.254)
S (-5.875, -1.591, 0.387)
O (-4.849, -0.968, -0.538)
O (-5.207, -2.886, 0.821)
S (-5.930, -0.396, 2.037)
C (-0.898, 3.383, -0.670)
Sb (-2.007, 1.613, -0.272)
C (-2.082, 1.966, 1.853)
C (-3.931, 2.465, -0.702)
H (-1.375, 4.212, -0.138)
H (-0.907, 3.582, -1.745)
H (0.139, 3.274, -0.334)
H (-2.561, 2.931, 2.019)
H (-1.064, 1.978, 2.253)
H (-2.649, 1.217, 2.409)
H (-4.150, 3.261, 0.013)
H (-4.708, 1.697, -0.645)
H (-3.903, 2.879, -1.714)

In elementary charge units, the Mulliken charges are: atom 1 (Ba): 1.574, atom 2 (O): -0.529, atom 3 (C): 0.435, atom 4 (O): -0.598, atom 5 (C): -0.033, atom 6 (C): 0.297, atom 7 (Cl): -0.153, atom 8 (N): 0.624, atom 9 (N): -0.771, atom 10 (C): -0.087, atom 11 (C): 1.195, atom 12 (O): -0.979, atom 13 (O): -0.782, atom 14 (C): 0.552, atom 15 (C): -0.494, atom 16 (C): -0.650, atom 17 (C): -0.428, atom 18 (C): -0.556, atom 19 (C): -0.488, atom 20 (H): 0.459, atom 21 (H): 0.376, atom 22 (H): 0.345, atom 23 (H): 0.371, atom 24 (H): 0.365, atom 25 (H): 0.590, atom 26 (O): -0.561, atom 27 (S): 0.813, atom 28 (O): -0.683, atom 29 (O): -0.743, atom 30 (S): -0.505, atom 31 (C): -1.332, atom 32 (Sb): 0.635, atom 33 (C): -1.248, atom 34 (C): -1.113, atom 35 (H): 0.368, atom 36 (H): 0.344, atom 37 (H): 0.358, atom 38 (H): 0.444, atom 39 (H): 0.355, atom 40 (H): 0.303, atom 41 (H): 0.345, atom 42 (H): 0.237, atom 43 (H): 0.347